(1)
Computed, not measured: C5H6N2 in the gas phase, with ωB97M-V/def2-TZVPD.

## Properties
Spin multiplicity: 1
Orbital gap, eV: 10.12
LUMO level, eV: 0.99
Structure (SMILES): c1cc2n(n1)CC2
Molecular weight, g/mol: 94.12
Charge: 0
HOMO energy, Ha: -0.3352

Each line ends with the Mulliken charge.
CARTESIAN COORDINATES (ANGSTROEM)
C -1.851 -0.996 -0.087  -0.058
C -0.786 -1.152 -1.018  -0.735
C 0.151 -0.275 -0.510  0.011
N -0.370 0.272 0.579  0.814
N -1.617 -0.107 0.881  -1.063
C 0.799 1.070 0.952  -0.452
C 1.452 0.489 -0.354  -0.335
H -2.799 -1.531 -0.083  0.435
H -0.785 -1.815 -1.885  0.343
H 0.616 2.140 0.955  0.278
H 1.245 0.760 1.901  0.271
H 2.345 -0.102 -0.196  0.262
H 1.600 1.249 -1.135  0.228

=====

(2)
Computed, not measured: 2 unconnected molecules or ions with the total composition CHN2O2P, with ωB97M-V/def2-TZVPD.

## Properties
Spin multiplicity: 1
Orbital gap, eV: 9.55
LUMO level, eV: -1.59
Molecular weight, g/mol: 104.00
Charge: 0
HOMO energy, Ha: -0.4095

Each line ends with the Mulliken charge.
CARTESIAN COORDINATES (ANGSTROEM)
C -1.278 0.009 -0.508  0.361
N -2.046 0.324 -1.315  -0.333
N 0.961 0.571 0.479  0.816
O 1.562 0.943 1.454  -0.531
O 1.150 0.706 -0.705  -0.445
P -0.387 -0.602 0.917  -0.003
H 0.037 -1.950 -0.322  0.135

=====

(3)
Computed, not measured: a molecular structure, C49H53CrN5O2SeTe, with ωB97M-V/def2-TZVPD.

## Properties
Spin multiplicity: 6
Orbital gap (alpha / beta), eV: 6.86 / 7.14
LUMO level (alpha / beta), eV: -3.60 / -3.48
Molecular weight, g/mol: 1002.55
Charge: +1
HOMO energy (alpha / beta), Ha: -0.3844 / -0.3903

Each line ends with the Mulliken charge.
CARTESIAN COORDINATES (ANGSTROEM)
Cr 1.517 0.668 -0.404  -0.038
N -0.569 7.892 -7.040  -0.453
C -0.365 7.194 -6.160  -0.091
C -0.110 6.157 -5.198  0.662
C 0.936 5.335 -5.566  -0.887
C 1.271 4.221 -4.795  -0.339
C 0.548 3.983 -3.620  1.048
C -0.418 4.905 -3.226  -0.119
C -0.813 5.983 -4.024  -0.959
C 0.911 2.895 -2.750  0.291
C 1.110 2.007 -1.910  -1.170
H 1.467 5.517 -6.456  0.482
H 2.016 3.584 -5.268  0.412
H -0.881 4.667 -2.274  0.518
H -1.604 6.680 -3.779  0.499
C 0.499 -3.622 -3.789  -1.059
C -0.646 -2.842 -4.427  0.365
C -0.142 -1.525 -4.988  -0.987
C 0.168 -0.437 -3.953  -0.877
N -1.025 0.138 -3.341  1.701
C -1.395 -0.107 -2.085  -1.142
Se -0.523 -1.216 -0.846  -0.164
N -2.483 0.662 -1.809  1.102
C -3.243 0.535 -0.602  -0.737
C -4.104 -0.708 -0.505  -0.256
C -5.056 -0.861 -1.708  -0.651
C -4.524 -1.762 -2.789  -0.882
C -2.741 1.493 -2.881  1.275
C -3.767 2.367 -3.137  -0.705
C -3.769 3.002 -4.380  -1.020
C -2.780 2.769 -5.345  -0.880
C -1.797 1.781 -5.138  -0.799
C -1.816 1.183 -3.902  -0.107
H 0.126 -4.480 -3.172  0.328
H 1.172 -2.992 -3.148  -0.050
H 1.223 -3.992 -4.542  0.407
H -1.441 -2.779 -3.632  -0.250
H -1.057 -3.484 -5.258  0.387
H -0.851 -1.094 -5.650  0.348
H 0.758 -1.684 -5.549  0.653
H 0.743 0.389 -4.437  0.367
H 0.741 -0.805 -3.131  0.012
H -3.849 1.421 -0.518  0.700
H -2.534 0.492 0.225  -0.779
H -4.705 -0.613 0.411  0.503
H -3.481 -1.601 -0.414  0.120
H -5.333 0.106 -2.170  0.214
H -6.027 -1.219 -1.361  0.464
H -3.641 -1.288 -3.313  -0.016
H -5.303 -1.994 -3.529  0.466
H -4.191 -2.718 -2.371  0.280
H -4.565 2.572 -2.444  0.501
H -4.474 3.814 -4.595  0.379
H -2.748 3.317 -6.230  0.595
H -0.980 1.556 -5.850  0.430
C 5.541 -1.457 7.476  -1.593
C 4.491 -0.957 6.518  0.401
C 4.804 -0.974 5.165  -0.658
C 3.955 -0.537 4.174  0.589
C 4.539 -0.613 2.782  -1.672
C 2.728 -0.022 4.590  0.312
Te 1.376 0.775 3.204  0.354
N 1.886 -0.164 1.515  0.630
C 2.009 -1.551 1.584  0.123
O 1.694 -2.112 2.635  -0.519
C 2.617 -2.300 0.471  0.754
C 3.424 -1.740 -0.512  0.311
C 4.056 -2.581 -1.408  -1.244
C 3.871 -3.936 -1.308  -0.394
C 3.047 -4.506 -0.340  -0.878
C 2.415 -3.678 0.550  -0.591
C -0.552 -0.109 3.475  1.117
C -0.831 -1.338 4.167  1.159
C 0.063 -2.352 4.796  -1.839
C -2.194 -1.690 4.345  -0.906
C -3.263 -0.859 3.940  0.381
C -4.711 -1.214 4.120  -1.701
C -2.937 0.293 3.254  -0.377
C -1.617 0.676 2.986  0.501
C -1.441 1.916 2.114  -2.198
C 2.387 0.107 5.932  1.166
C 1.101 0.857 6.336  -1.768
C 3.259 -0.419 6.896  -0.806
H 6.066 -2.303 7.016  0.381
H 5.121 -1.823 8.424  0.389
H 6.248 -0.637 7.746  0.297
H 5.711 -1.467 4.941  0.506
H 5.582 -0.274 2.830  0.616
H 4.022 0.062 2.096  -0.198
H 4.441 -1.611 2.413  0.386
H 3.526 -0.679 -0.640  0.318
H 4.668 -2.234 -2.234  0.434
H 4.443 -4.564 -2.021  0.366
H 3.036 -5.583 -0.216  0.474
H 1.760 -4.023 1.355  0.464
H 1.118 -2.036 4.845  0.006
H 0.069 -3.252 4.232  0.461
H -0.290 -2.480 5.819  0.630
H -2.456 -2.496 5.008  0.459
H -5.074 -1.746 3.254  0.317
H -5.317 -0.292 4.040  0.388
H -4.928 -1.831 4.991  0.412
H -3.770 0.930 2.842  0.205
H -2.414 2.374 1.916  0.423
H -0.992 1.710 1.099  0.305
H -0.786 2.585 2.704  0.558
H 1.045 1.768 5.722  0.432
H 1.194 1.116 7.410  0.469
H 0.137 0.403 6.166  0.279
H 3.016 -0.455 7.947  0.468
O 4.263 2.097 0.101  -0.204
N 3.385 1.765 -0.488  0.216

=====

(4)
Computed, not measured: a molecular structure, C18H24As2InO5, with ωB97M-V/def2-TZVPD.

## Properties
Spin multiplicity: 1
Orbital gap, eV: 7.42
LUMO level, eV: -3.64
Molecular weight, g/mol: 585.05
Charge: +1
HOMO energy, Ha: -0.4065

Each line ends with the Mulliken charge.
CARTESIAN COORDINATES (ANGSTROEM)
In -0.387 0.625 1.063  0.933
O 0.429 1.268 4.738  -0.679
C 0.614 1.031 3.315  1.007
O -0.306 0.060 2.943  -0.584
C 1.586 1.266 2.360  -1.090
C 2.389 0.118 1.915  0.217
C 3.774 0.103 1.957  -0.641
C 3.927 1.308 1.105  -0.881
C 2.460 1.945 0.882  0.053
O 1.894 0.889 0.724  -0.383
C 1.797 2.658 2.182  -0.304
C 0.587 3.262 1.711  0.155
O -0.126 3.604 2.503  -0.436
O -0.106 2.854 0.747  -0.758
H 2.563 1.276 3.523  0.493
H 1.949 -0.931 2.289  0.318
H 4.311 -0.675 1.236  0.268
H 4.418 0.128 2.804  0.383
H 4.819 1.048 0.071  0.335
H 4.633 2.020 1.692  0.294
H 2.896 2.587 0.051  0.474
H 2.465 3.357 2.401  0.907
C 0.447 -3.228 0.529  -1.142
As -0.582 -2.057 0.075  0.074
C -2.158 -2.480 0.449  -0.658
C -0.907 -1.826 -1.982  0.381
C -0.157 -2.484 -2.677  -0.538
C -0.499 -2.756 -3.850  -0.774
C -0.918 -1.599 -4.571  -0.373
C -1.684 -0.612 -3.669  -0.284
C -1.266 -0.669 -2.269  0.074
As -2.153 0.959 -0.946  0.202
C -2.338 2.613 -1.811  -1.214
C -4.141 0.460 -0.580  -0.920
H 1.605 -2.945 0.211  0.237
H -0.161 -4.620 -0.032  0.330
H 0.372 -3.496 1.460  0.647
H -2.301 -3.505 1.196  0.496
H -2.987 -3.287 -0.256  0.321
H -2.653 -1.445 0.929  0.065
H 0.387 -3.178 -2.462  0.855
H 0.077 -2.834 -4.808  0.304
H -1.333 -1.200 -5.569  0.322
H -2.620 0.406 -3.898  0.081
H -1.573 2.930 -2.289  0.561
H -2.465 3.579 -1.050  0.307
H -3.056 2.520 -2.608  0.525
H -4.613 0.899 -1.574  0.335
H -4.498 0.689 0.555  0.326
H -4.409 -0.633 -0.719  0.377

=====

(5)
Computed, not measured: C6H11N in the gas phase, with ωB97M-V/def2-TZVPD.

## Properties
Spin multiplicity: 1
Orbital gap, eV: 9.21
LUMO level, eV: 0.67
Structure (SMILES): C=CC(=C)CCN
Molecular weight, g/mol: 97.16
Charge: 0
HOMO energy, Ha: -0.3137

Each line ends with the Mulliken charge.
CARTESIAN COORDINATES (ANGSTROEM)
C 2.270 0.615 1.481  -0.790
C 1.110 0.848 0.848  -0.285
C 0.691 0.175 -0.392  0.731
C 1.387 -0.783 -0.995  -1.009
C -0.662 0.587 -0.932  -0.993
C -1.859 0.195 -0.043  -0.245
N -2.073 -1.234 -0.208  -0.571
H 2.294 0.635 2.566  0.230
H 3.185 0.362 0.964  0.310
H 0.368 1.463 1.351  0.321
H 1.047 -1.188 -1.941  0.262
H 2.271 -1.241 -0.575  0.317
H -0.808 0.103 -1.894  0.399
H -0.652 1.676 -1.055  0.325
H -2.731 0.698 -0.454  0.322
H -1.605 0.496 0.978  0.280
H -1.328 -1.878 0.015  0.199
H -2.906 -1.529 0.286  0.197

=====

(6)
Computed, not measured: a molecular structure, C30H20ClCrIN5O2, with ωB97M-V/def2-TZVPD.

## Properties
Spin multiplicity: 2
Orbital gap (alpha / beta), eV: 7.32 / 7.15
LUMO level (alpha / beta), eV: -0.38 / -0.30
Molecular weight, g/mol: 696.88
Charge: 0
HOMO energy (alpha / beta), Ha: -0.2829 / -0.2740

Each line ends with the Mulliken charge.
CARTESIAN COORDINATES (ANGSTROEM)
Cr 0.613 0.339 0.202  -0.680
Cl 2.219 -3.239 5.886  -0.268
C 2.235 -2.221 4.476  0.569
C 3.418 -1.726 4.015  -0.464
C 3.453 -0.877 2.893  -0.123
I 5.255 -0.061 2.246  0.020
C 2.303 -0.538 2.208  0.332
O 2.260 0.286 1.193  0.113
C 1.082 -1.107 2.671  -0.081
N -0.022 -0.748 1.951  0.314
C -1.204 -1.073 2.426  -0.072
C -1.365 -1.843 3.590  -1.209
C -0.268 -2.286 4.270  -0.738
C 1.016 -1.904 3.829  0.110
H 4.337 -1.975 4.528  0.418
H -2.066 -0.735 1.871  0.545
H -2.365 -2.088 3.920  0.453
H -0.369 -2.902 5.153  0.429
O -0.755 1.717 0.280  -0.556
C -1.182 2.591 -0.604  0.689
C -2.446 3.191 -0.451  -0.095
C -2.971 4.031 -1.411  -0.589
C -2.249 4.334 -2.565  -0.929
C -0.971 3.832 -2.691  -0.786
C -0.417 2.999 -1.717  -0.332
C 1.010 2.708 -1.701  0.515
N 1.614 1.845 -0.909  0.613
C 2.970 2.074 -1.015  -0.408
C 3.186 3.072 -1.904  -0.931
N 1.937 3.456 -2.345  -0.052
H -3.005 2.979 0.453  0.530
H -3.957 4.454 -1.262  0.396
H -2.671 4.968 -3.332  0.396
H -0.380 4.087 -3.565  0.440
H 3.678 1.521 -0.427  0.321
H 4.090 3.541 -2.248  0.442
H 1.730 4.244 -2.931  0.193
C -4.974 -1.667 0.223  -0.510
C -4.528 -0.353 0.176  -0.511
C -3.219 -0.067 -0.182  0.141
C -2.352 -1.096 -0.519  -0.234
C -2.794 -2.415 -0.466  -0.196
C -4.098 -2.697 -0.094  -0.759
N -0.978 -0.835 -0.861  1.116
N -0.610 -1.592 -1.787  -0.988
C 0.761 -1.591 -1.993  0.205
C 1.260 -2.377 -3.037  -0.479
C 2.621 -2.491 -3.195  -0.629
C 3.461 -1.842 -2.286  -0.835
C 2.946 -1.061 -1.262  -0.044
C 1.569 -0.888 -1.094  0.998
H -5.994 -1.887 0.510  0.412
H -5.200 0.458 0.426  0.428
H -2.854 0.943 -0.173  0.218
H -2.101 -3.210 -0.705  0.477
H -4.430 -3.726 -0.049  0.388
H 0.560 -2.889 -3.685  0.460
H 3.037 -3.094 -3.992  0.372
H 4.535 -1.959 -2.373  0.441
H 3.635 -0.607 -0.565  0.009